# 1
The following is a DFT calculation (the ωB97M-V functional and the def2-TZVPD basis) of C24H46Cl3N2O4PtSi as an isolated structure in a non-equilibrium geometry.

Calculated values
2S+1: 3
Lowest unoccupied orbital energy (alpha / beta) in eV: 2.516 / 2.513
Highest occupied orbital energy (alpha / beta) in eV: -2.9 / -4.2
Energy above the lowest of the compared OMol25 structures with the same formula, charge and spin in kcal/mol: 0.0
Total charge: -1
<S²>: 2.01

Geometry as XYZ:
```
81
Properties=species:S:1:pos:R:3:lowdin_charge:R:1
C 2.690 -2.746 -2.649 -0.03
C 2.152 -1.856 -3.737 -0.22
H 2.374 -3.774 -2.841 0.07
H 2.342 -2.422 -1.663 0.08
H 3.789 -2.749 -2.655 0.09
C 2.081 -2.260 -5.019 -0.13
C 2.316 -3.642 -5.513 -0.11
H 1.895 -1.524 -5.799 0.10
H 1.888 -4.412 -4.853 0.07
H 3.386 -3.861 -5.642 0.08
H 1.838 -3.728 -6.497 0.07
Pt 0.726 -0.065 2.492 0.45
Cl 2.367 1.030 3.796 -0.11
Cl 2.035 0.586 0.667 -0.08
C 0.248 2.734 1.869 -0.34
O -0.380 1.724 2.352 -0.27
N -0.450 3.719 1.340 -0.17
C -1.902 3.605 1.251 -0.03
C 0.163 4.901 0.741 -0.04
H 1.337 2.771 1.878 0.06
H -2.319 3.308 2.219 0.09
H -2.221 2.878 0.487 0.09
H -2.271 4.600 0.986 0.08
H 1.100 5.116 1.276 0.10
H -0.561 5.720 0.856 0.08
H 0.388 4.739 -0.329 0.08
H -0.408 -4.819 3.201 0.09
H -0.040 -3.142 0.760 -0.05
C -1.444 -4.647 2.873 -0.06
C -1.109 -3.417 0.762 -0.11
N -1.578 -3.391 2.141 -0.18
H -2.093 -4.608 3.747 0.08
C -1.777 -2.244 2.833 -0.32
O -1.566 -1.067 2.448 -0.12
H -1.652 -2.719 0.129 0.08
H -2.157 -2.391 3.862 0.13
H -1.735 -5.460 2.209 0.08
H -1.197 -4.447 0.411 0.08
O 0.801 -0.552 -2.219 -0.19
C 1.716 -0.454 -3.318 -0.27
C 0.037 0.102 -5.166 -0.07
C 1.212 0.413 -4.479 -0.20
H -0.503 -0.801 -4.874 0.11
C -0.424 0.929 -6.202 -0.08
H 2.631 0.019 -2.930 0.15
C 1.972 1.523 -4.874 -0.03
H -1.349 0.664 -6.719 0.10
C 0.313 2.064 -6.560 -0.10
C 1.540 2.327 -5.935 -0.09
H 2.914 1.704 -4.350 0.12
H -0.061 2.719 -7.347 0.09
H 2.159 3.161 -6.269 0.10
Si -0.546 0.328 -1.746 0.39
Cl 1.490 -2.237 1.889 -0.10
C -2.024 -0.162 -2.801 -0.17
C -0.199 2.187 -1.913 -0.15
C -1.122 -0.071 -0.068 -0.22
H -2.071 0.371 -3.755 0.01
H -2.943 0.054 -2.242 0.02
H -1.980 -1.237 -3.008 0.03
H -0.634 -0.974 0.301 -0.02
H -2.206 -0.208 0.026 0.05
H -0.878 0.751 0.610 -0.02
H -0.006 2.482 -2.960 0.02
H 0.688 2.476 -1.317 0.02
H -1.062 2.796 -1.579 0.02
C -1.781 1.650 6.101 -0.09
C -0.539 1.579 5.256 -0.30
O -0.382 0.305 4.592 -0.35
C -0.370 -0.724 5.602 -0.28
C 0.681 -0.529 6.658 -0.09
H -2.611 1.146 5.608 0.08
H -2.059 2.696 6.241 0.07
H -1.644 1.217 7.098 0.07
H -0.561 2.316 4.458 0.09
H 0.353 1.782 5.862 0.09
H -1.377 -0.706 6.048 0.10
H -0.208 -1.668 5.074 0.11
H 0.410 0.296 7.310 0.06
H 0.696 -1.428 7.276 0.08
H 1.673 -0.347 6.232 0.06
```

***

# 2
The following is a DFT calculation (the ωB97M-V functional and the def2-TZVPD basis) of a single C4H4O3 molecule.

Calculated values
SMILES string: O=CC(C=O)=CO
Lowest unoccupied orbital energy in eV: -0.303
Highest occupied orbital energy in eV: -10.0
Energy above the lowest of the compared OMol25 structures with the same formula, charge and spin in kcal/mol: 25.2
Total charge: 0

Geometry as XYZ:
```
11
Properties=species:S:1:pos:R:3:nbo_charge:R:1
O -0.102 1.318 -1.762 -0.57
C -0.740 0.779 -0.870 0.42
C -0.154 -0.159 0.088 -0.44
C -0.925 -1.295 0.605 0.42
O -0.512 -2.101 1.412 -0.54
C 1.130 0.037 0.502 0.35
O 1.950 0.952 0.029 -0.62
H -1.791 1.076 -0.706 0.13
H -1.929 -1.416 0.145 0.11
H 1.550 -0.553 1.314 0.21
H 1.524 1.361 -0.757 0.52
```

***

# 3
The following is a DFT calculation (the ωB97M-V functional and the def2-TZVPD basis) of a 3-piece molecular cluster, C4H15NO2 overall in a non-equilibrium geometry.

Calculated values
SMILES string: CCNCC.O.O
Lowest unoccupied orbital energy in eV: 0.785
Highest occupied orbital energy in eV: -9.6
Energy above the lowest of the compared OMol25 structures with the same formula, charge and spin in kcal/mol: 43.4
Total charge: 0

Geometry as XYZ:
```
22
Properties=species:S:1:pos:R:3:nbo_charge:R:1
C 0.130 0.912 -2.066 -0.64
C 0.796 -0.094 -1.195 -0.25
N 0.555 0.121 0.269 -0.66
C 1.521 -0.703 0.984 -0.22
C 1.023 -0.936 2.420 -0.60
H 0.145 1.972 -1.470 0.19
H 0.562 1.020 -3.108 0.24
H -0.968 0.857 -2.253 0.24
H 1.894 -0.029 -1.180 0.18
H 0.431 -1.055 -1.454 0.20
H 0.573 1.146 0.430 0.38
H 2.546 -0.332 0.906 0.18
H 1.554 -1.763 0.570 0.20
H 0.027 -1.517 2.379 0.20
H 0.845 -0.103 3.057 0.21
H 1.626 -1.680 2.850 0.21
O -2.763 2.006 -0.610 -0.94
H -1.945 1.506 -0.501 0.46
H -3.428 1.316 -0.409 0.48
O -2.121 -0.796 -0.021 -0.99
H -1.191 -0.315 -0.119 0.48
H -1.812 -1.534 0.523 0.46
```

***

> Among the records above, which one has the highest energy above the lowest of the compared OMol25 structures with the same formula, charge and spin?

C4H15NO2

***

> Among the records above, which one has the lowest energy above the lowest of the compared OMol25 structures with the same formula, charge and spin?

C24H46Cl3N2O4PtSi

***

> Look up the energy above the lowest of the compared OMol25 structures with the same formula, charge and spin of the second one.

25.2 kcal/mol